A molecular structure, C26H41Hg2NO18S2 in a non-equilibrium geometry, computed with ωB97M-V with the def2-TZVPD basis set.

The geometry in XYZ format:
```
90
Properties=species:S:1:pos:R:3:mulliken_charge:R:1
Hg 11.784 18.087 -11.461 0.901
Hg 10.418 16.553 -8.944 0.762
C 8.594 15.008 -12.843 -0.088
C 9.468 15.309 -11.662 -0.017
O 10.057 16.535 -11.474 -0.256
H 8.344 13.951 -12.751 0.153
H 9.013 15.284 -13.811 0.082
H 7.606 15.457 -12.745 -0.287
H 10.266 14.572 -11.753 0.035
H 8.924 15.094 -10.742 0.020
C 8.448 13.167 -6.846 -0.970
C 9.512 13.598 -7.955 0.886
O 10.563 14.471 -7.732 -0.665
H 7.650 12.547 -7.254 0.216
H 7.956 14.047 -6.434 0.317
H 8.990 12.649 -6.055 0.369
H 8.805 13.994 -8.685 -0.448
H 9.774 12.613 -8.342 0.148
C 6.530 17.955 -12.106 0.099
C 7.770 18.761 -12.201 0.498
O 7.390 19.798 -13.097 -0.408
S 6.022 19.649 -13.943 1.114
O 6.174 19.715 -15.382 -0.469
O 4.999 20.407 -13.218 -0.533
O 5.967 18.102 -13.371 -0.357
H 5.874 18.381 -11.347 0.325
H 6.666 16.882 -11.967 -0.225
H 8.542 18.223 -12.752 -0.277
H 8.080 19.057 -11.198 0.257
C 9.131 14.582 -18.998 -0.273
C 9.202 13.262 -18.326 -0.430
O 9.821 13.405 -17.098 -0.158
S 10.751 14.691 -17.012 0.898
O 12.065 14.462 -17.654 -0.611
O 10.795 15.274 -15.644 -0.387
O 9.729 15.546 -18.071 -0.282
H 8.106 14.883 -19.212 0.340
H 9.586 14.349 -19.961 0.272
H 9.845 12.585 -18.888 0.358
H 8.182 12.907 -18.180 0.224
C 5.126 13.502 -11.387 -0.415
C 3.837 12.880 -11.314 -0.558
C 3.563 11.881 -10.363 -0.672
C 4.675 11.475 -9.555 0.014
C 5.913 12.027 -9.528 -0.805
C 6.145 13.066 -10.518 0.160
N 4.424 10.261 -8.730 0.942
O 5.367 9.654 -8.161 -0.575
O 3.278 9.822 -8.659 -0.566
H 5.339 14.043 -12.297 0.494
H 3.006 13.081 -11.974 0.408
H 2.609 11.378 -10.306 0.501
H 6.594 11.680 -8.765 0.592
H 7.178 13.366 -10.616 0.308
O 5.345 10.734 -16.041 -0.565
C 6.411 10.937 -15.476 0.305
O 7.607 11.458 -16.192 -0.361
C 8.748 11.527 -15.241 0.163
C 8.367 10.749 -14.005 -0.621
C 6.844 10.811 -14.009 0.041
H 8.990 12.585 -15.138 -0.130
H 9.697 11.059 -15.503 0.354
H 8.953 10.863 -13.093 0.326
H 8.509 9.683 -14.181 0.373
H 6.336 11.681 -13.593 -0.248
H 6.314 9.973 -13.556 0.452
O 10.833 18.851 -13.476 -0.603
C 10.734 18.811 -14.686 0.342
O 11.870 18.959 -15.452 -0.421
C 11.544 18.617 -16.877 -0.209
C 10.039 18.995 -16.878 -0.716
C 9.469 18.538 -15.503 0.226
H 11.835 17.577 -17.029 0.036
H 12.265 19.239 -17.407 0.325
H 9.481 18.584 -17.719 0.351
H 9.960 20.055 -17.120 0.377
H 9.066 17.525 -15.506 0.317
H 8.838 19.210 -14.923 -0.052
O 15.463 10.636 -11.774 -0.611
C 14.291 11.098 -11.679 0.450
O 14.133 12.396 -11.571 -0.350
C 12.959 12.777 -10.813 -0.137
C 11.952 11.657 -11.178 -0.153
C 12.898 10.442 -11.499 -0.384
H 12.512 13.760 -10.964 0.101
H 13.238 12.706 -9.762 0.269
H 11.355 12.040 -12.006 -0.020
H 11.249 11.366 -10.397 0.234
H 12.680 10.027 -12.483 0.261
H 12.836 9.842 -10.591 0.317
```

Summary:
total charge: +1
electronic energy: -95971.4872 eV
orbital gap (spin up / spin down): 5.080 / 4.736 eV
multiplicity: 2
HOMO energy (spin up / spin down): -12.05 / -12.05 eV

A molecular structure, C26H41N4O6S7SiTeTi, computed with ωB97M-V with the def2-TZVPD basis set.

The geometry in XYZ format:
```
87
Properties=species:S:1:pos:R:3:mulliken_charge:R:1
Ti -1.428 0.442 -0.405 0.244
C 0.146 -3.079 0.901 -0.643
C 0.851 -1.842 1.440 1.586
C 0.146 -1.324 2.686 -1.569
C 2.313 -2.146 1.744 -1.672
O 0.738 -0.782 0.467 1.471
Si 1.660 -0.440 -0.876 0.122
S 0.621 1.018 -1.872 -1.081
O 3.223 -0.086 -0.441 -0.235
C 3.830 1.112 0.039 2.200
C 2.987 1.724 1.145 -1.318
C 5.190 0.679 0.588 -1.983
C 4.022 2.089 -1.115 -1.609
O 1.844 -1.899 -1.602 0.476
C 2.436 -2.336 -2.823 1.715
C 2.722 -1.180 -3.777 -1.575
C 3.740 -3.041 -2.457 -1.674
C 1.448 -3.309 -3.459 -1.638
H 0.170 -3.870 1.661 0.660
H 0.638 -3.439 0.001 -0.113
H -0.898 -2.852 0.679 -0.581
H 0.197 -2.071 3.483 0.508
H -0.902 -1.105 2.473 -0.011
H 0.629 -0.409 3.032 0.269
H 2.360 -2.931 2.505 0.539
H 2.830 -1.266 2.123 0.249
H 2.840 -2.493 0.857 0.151
H 2.842 1.006 1.953 0.143
H 2.007 2.022 0.781 0.040
H 3.469 2.615 1.554 0.647
H 5.055 -0.008 1.424 0.380
H 5.765 1.540 0.932 0.369
H 5.758 0.166 -0.189 0.360
H 3.066 2.369 -1.551 0.169
H 4.644 1.634 -1.889 0.359
H 4.515 2.996 -0.760 0.432
H 3.396 -0.459 -3.314 0.197
H 1.804 -0.664 -4.041 0.286
H 3.195 -1.558 -4.687 0.516
H 4.412 -2.340 -1.963 0.191
H 4.235 -3.444 -3.342 0.447
H 3.533 -3.862 -1.769 0.285
H 0.484 -2.821 -3.592 0.254
H 1.302 -4.173 -2.810 0.316
H 1.814 -3.660 -4.427 0.409
O -7.031 -2.053 -3.148 -0.689
C -5.926 -1.612 -2.916 0.586
S -4.548 -2.594 -2.427 -0.077
C -3.401 -1.290 -2.184 -0.540
C -3.864 -0.039 -2.366 0.612
S -2.885 1.401 -2.183 -0.560
S -5.551 0.109 -2.825 -0.260
S -1.768 -1.725 -1.725 -0.600
C -0.013 2.734 3.326 -0.712
O 0.258 3.344 2.068 -0.120
C -0.676 2.989 1.076 -0.504
O -0.741 1.707 0.855 0.803
N -1.969 3.550 1.414 -0.153
N -2.991 2.985 0.649 -0.443
H 0.926 2.744 3.882 0.295
H -0.347 1.703 3.192 0.103
H -0.778 3.290 3.876 0.303
H -1.948 4.563 1.349 0.325
H -3.210 3.455 -0.218 0.190
H -3.791 2.704 1.194 0.177
Te 0.187 4.040 -0.786 0.428
C -0.166 5.953 0.073 -0.222
C -0.102 6.394 1.370 -0.017
C -0.370 7.782 1.508 -0.702
C -0.627 8.390 0.315 -0.477
S -0.565 7.258 -0.970 -0.161
H 0.156 5.741 2.187 0.430
H -0.367 8.302 2.455 0.351
H -0.851 9.428 0.140 0.368
C -2.688 -5.143 0.652 -1.090
C -3.674 -4.035 0.870 0.947
C -5.049 -4.227 0.817 -0.906
C -5.826 -3.094 1.017 -0.135
N -5.327 -1.888 1.193 -0.503
C -3.983 -1.790 1.183 -0.059
S -3.322 -0.185 1.284 -0.684
N -3.151 -2.834 1.087 -0.109
H -3.158 -6.128 0.685 0.432
H -1.898 -5.083 1.398 0.205
H -2.217 -5.004 -0.323 0.176
H -5.487 -5.197 0.626 0.351
H -6.912 -3.169 1.025 0.350
```

Summary:
total charge: -2
electronic energy: -160016.3470 eV
orbital gap (spin up / spin down): 5.293 / 5.294 eV
ΔE to the lowest compared entry with this formula, charge and spin: 0.844 eV
multiplicity: 2
HOMO energy (spin up / spin down): -1.50 / -1.50 eV

A molecular structure, C26H42AlI2N12 in a non-equilibrium geometry, computed with ωB97M-V with the def2-TZVPD basis set.

The geometry in XYZ format:
```
83
Properties=species:S:1:pos:R:3:mulliken_charge:R:1
C -0.513 4.384 -2.123 -0.864
C 0.538 3.166 -2.119 -0.167
I 0.019 1.484 -3.417 0.068
C 1.691 3.194 -1.302 0.180
I 2.994 1.463 -1.357 -0.150
Al 1.962 4.869 -0.139 -0.103
C 3.818 5.021 0.707 -0.602
N 3.938 4.373 2.085 -0.544
H -1.339 4.201 -2.893 0.326
H -0.011 5.387 -2.271 0.157
H -1.015 4.349 -1.098 0.215
H 0.858 4.907 1.037 -0.258
H 1.748 6.159 -1.034 -0.212
H 4.673 4.659 0.044 0.289
H 4.017 6.146 0.877 0.205
H 3.671 5.092 2.777 0.219
H 4.961 4.273 2.230 0.209
C 1.413 -2.098 -2.139 -0.257
C 1.434 -3.518 -1.783 0.342
N 1.449 -4.634 -1.503 -0.545
H 1.560 -1.460 -1.264 0.216
H 2.198 -1.851 -2.856 0.326
H 0.461 -1.811 -2.591 -0.115
C -2.176 -4.031 -0.808 -0.770
C -2.411 -2.798 -1.562 0.378
N -2.594 -1.830 -2.156 -0.366
H -2.930 -4.788 -1.033 0.287
H -1.200 -4.464 -1.040 0.160
H -2.204 -3.853 0.269 0.312
C 1.709 2.243 3.662 -0.609
C 1.750 0.824 4.021 0.363
N 1.782 -0.292 4.303 -0.482
H 1.847 2.882 4.537 0.278
H 2.493 2.502 2.944 0.173
H 0.753 2.516 3.210 0.264
C 1.370 9.492 -0.443 -0.805
C 0.945 8.596 -1.518 0.472
N 0.611 7.889 -2.361 -0.420
H 2.454 9.472 -0.312 0.248
H 1.085 10.526 -0.647 0.342
H 0.922 9.212 0.512 0.234
C -1.099 -3.539 -5.374 -0.716
C -0.118 -2.455 -5.303 0.393
N 0.653 -1.603 -5.245 -0.429
H -1.870 -3.432 -4.607 0.158
H -1.603 -3.562 -6.339 0.322
H -0.631 -4.513 -5.229 0.279
C 0.447 -7.439 -7.528 -0.850
C -0.679 -6.556 -7.225 0.498
N -1.564 -5.861 -6.985 -0.468
H 0.173 -8.490 -7.416 0.281
H 0.799 -7.302 -8.552 0.279
H 1.294 -7.250 -6.865 0.297
C 0.950 -0.857 7.743 -0.372
C -0.409 -0.788 8.285 0.390
N -1.477 -0.735 8.710 -0.418
H 1.020 -0.374 6.766 0.021
H 1.669 -0.363 8.401 0.063
H 1.282 -1.889 7.618 0.282
C -1.941 0.134 -7.242 -0.440
C -2.292 0.852 -8.468 0.208
N -2.568 1.415 -9.432 -0.380
H -2.474 0.532 -6.376 0.265
H -2.186 -0.928 -7.314 0.098
H -0.872 0.206 -7.025 0.236
C 1.731 -0.428 11.619 -0.546
C 2.938 -0.367 10.792 0.327
N 3.877 -0.322 10.131 -0.401
H 0.828 -0.293 11.021 0.063
H 1.642 -1.390 12.129 0.273
H 1.731 0.347 12.386 0.309
C -4.108 -6.087 -9.137 -0.543
C -4.260 -7.067 -10.214 0.298
N -4.378 -7.838 -11.059 -0.366
H -4.670 -6.377 -8.247 0.256
H -3.064 -5.975 -8.839 0.056
H -4.467 -5.100 -9.439 0.280
C -3.600 0.641 11.864 -0.802
C -2.250 0.578 12.425 0.380
N -1.188 0.525 12.862 -0.381
H -4.168 -0.263 12.088 0.256
H -4.161 1.487 12.267 0.287
H -3.577 0.752 10.778 0.261
```

Summary:
total charge: -1
electronic energy: -68319.5678 eV
orbital gap: 6.617 eV
multiplicity: 1
HOMO energy: -5.22 eV

Q: Which value of multiplicity does entry 3 give?
A: 1

Q: The lowest total charge belongs to which entry?
A: C26H41N4O6S7SiTeTi